Entry from the OMol25 dataset: the molecule C4H10N2S (ωB97M-V/def2-TZVPD).

Geometry (Å):
C  -1.54  -2.06  0.49
N  -0.24  -2.67  0.08
C  0.93  -2.11  0.07
N  1.47  -0.80  0.51
C  0.69  0.41  0.58
C  0.28  1.10  -0.77
S  -0.61  2.74  -0.47
H  -2.17  -2.90  0.46
H  -1.98  -1.35  -0.38
H  -1.59  -1.77  1.57
H  1.78  -2.52  -0.53
H  2.32  -0.61  -0.21
H  1.30  1.20  1.14
H  -0.18  0.21  1.30
H  1.20  1.32  -1.32
H  -0.29  0.38  -1.47
H  -1.52  2.43  0.63

Computed properties:
- spin multiplicity = 1
- orbital gap (eV) = 9.8558
- DFT total energy (eV) = -18123.2454



Entry from the OMol25 dataset: the ion C4H10N3 with charge +1 (ωB97M-V/def2-TZVPD).

Geometry (Å):
C  1.02  -2.32  1.04
C  0.28  -0.99  0.78
N  0.83  0.00  -0.12
C  -0.09  0.95  -0.83
C  0.66  2.15  -1.55
N  2.08  -0.28  -0.65
N  2.09  0.59  0.23
H  1.24  -2.84  0.04
H  1.95  -2.18  1.59
H  0.48  -2.95  1.68
H  0.18  -0.48  1.77
H  -0.76  -1.11  0.44
H  -0.51  0.21  -1.51
H  -0.71  1.45  0.04
H  1.51  2.58  -0.94
H  1.04  1.92  -2.58
H  -0.10  2.99  -1.60

Computed properties:
- net charge = +1
- spin multiplicity = 1
- orbital gap (eV) = 10.8717
- DFT total energy (eV) = -8769.1038



Entry from the OMol25 dataset: the ion C4H10N3 with charge +1 (ωB97M-V/def2-TZVPD).

Geometry (Å):
C  0.33  0.49  -0.20
C  -1.31  0.50  1.52
C  -1.25  -1.01  1.28
C  1.81  -0.20  -2.03
N  -0.13  1.06  0.84
N  -0.73  -1.31  -0.04
N  1.16  0.76  -1.15
H  -2.24  0.80  1.01
H  -1.24  0.86  2.59
H  -0.54  -1.51  1.86
H  -2.24  -1.61  1.39
H  1.09  -0.72  -2.58
H  2.51  0.41  -2.59
H  2.32  -0.90  -1.35
H  0.27  1.96  1.18
H  -1.38  -1.30  -0.81
H  1.56  1.72  -0.92

Computed properties:
- net charge = +1
- spin multiplicity = 1
- orbital gap (eV) = 9.8572
- DFT total energy (eV) = -8771.0077



Entry from the OMol25 dataset: a cluster of 2 separate species, C4H10N3 in total (ωB97M-V/def2-TZVPD).

Geometry (Å):
C  1.92  -1.11  0.13
C  2.82  -0.07  0.10
C  0.49  -0.85  -0.07
C  -0.72  1.29  -0.07
N  0.26  0.55  -0.16
N  -3.19  -0.13  0.09
N  2.36  1.14  0.24
H  2.15  -2.13  0.15
H  3.76  -0.22  -0.37
H  0.15  -1.36  -0.98
H  -0.01  -1.19  0.82
H  -1.78  0.74  0.04
H  -0.76  2.48  -0.19
H  -3.95  0.05  0.74
H  -2.69  -0.96  0.40
H  -3.71  -0.13  -0.79
H  2.91  1.89  -0.07

Computed properties:
- net charge = +1
- spin multiplicity = 1
- orbital gap (spin up / spin down) (eV) = 7.3079 / 7.7308
- DFT total energy (eV) = -8769.0417



Entry from the OMol25 dataset: a cluster of 2 separate species, C4H10N3 in total (ωB97M-V/def2-TZVPD).

Geometry (Å):
C  -1.42  -1.93  -1.23
C  1.82  0.59  -0.07
C  -1.20  -3.13  -0.87
C  -0.44  0.98  0.67
N  -1.47  -0.72  -1.39
N  0.55  0.63  -0.37
N  2.42  1.20  0.99
H  -1.81  -3.58  -0.03
H  -0.40  -3.70  -1.28
H  2.46  0.13  -0.81
H  -1.26  0.29  0.26
H  -0.10  0.87  1.64
H  -0.75  2.03  0.45
H  -2.22  -0.16  -1.85
H  0.15  0.14  -1.17
H  3.40  1.02  1.26
H  2.02  1.55  1.76

Computed properties:
- net charge = +1
- spin multiplicity = 1
- orbital gap (eV) = 9.7031
- DFT total energy (eV) = -8772.1062



Entry from the OMol25 dataset: the ion C4H10N3 with charge +1 (ωB97M-V/def2-TZVPD).

Geometry (Å):
C  2.18  0.65  0.14
C  1.70  -0.70  0.41
C  0.76  -1.10  -0.80
N  -0.23  -0.14  -0.88
N  -1.18  -0.07  -0.19
C  -2.18  0.64  0.32
N  -3.53  0.55  0.14
H  2.65  0.90  -0.79
H  1.29  1.31  0.37
H  2.94  0.96  0.86
H  1.10  -0.86  1.24
H  2.58  -1.45  0.33
H  1.23  -1.04  -1.74
H  0.53  -2.16  -0.69
H  -1.84  1.14  1.14
H  -4.04  1.22  0.76
H  -3.95  0.14  -0.63

Computed properties:
- net charge = +1
- spin multiplicity = 1
- orbital gap (eV) = 9.0998
- DFT total energy (eV) = -8770.5341



Entry from the OMol25 dataset: the ion C4H10N3 with charge +1 (ωB97M-V/def2-TZVPD).

Geometry (Å):
H  0.13  -1.16  -3.45
N  -0.24  -1.24  -2.53
C  -0.29  -0.47  -1.56
C  -1.01  -1.03  0.03
C  -0.56  0.13  0.98
C  0.78  -0.12  1.65
N  -0.08  1.27  0.00
N  0.30  0.74  -1.24
H  -2.00  -1.11  -0.03
H  -0.54  -1.96  0.32
H  -1.20  0.63  1.69
H  1.55  -0.60  1.07
H  0.58  -0.70  2.56
H  1.30  0.73  1.88
H  -0.64  2.07  -0.07
H  0.69  1.86  0.31
H  1.22  0.96  -1.60

Computed properties:
- net charge = +1
- spin multiplicity = 1
- orbital gap (eV) = 10.1960
- DFT total energy (eV) = -8770.5410



Entry from the OMol25 dataset: a cluster of 2 separate species, C4H10N3 in total (ωB97M-V/def2-TZVPD).

Geometry (Å):
C  1.20  0.38  -0.27
C  1.94  1.19  0.72
C  -1.80  0.12  -1.39
C  -0.83  -0.95  -0.93
N  -0.32  -1.20  2.60
N  -0.44  -0.22  2.02
N  0.12  -0.28  0.04
H  1.53  0.30  -1.25
H  3.10  1.08  0.51
H  1.56  1.12  1.76
H  1.85  2.27  0.42
H  -2.36  -0.22  -2.23
H  -2.50  0.53  -0.57
H  -1.33  1.04  -1.81
H  -0.26  -1.27  -1.75
H  -1.37  -1.77  -0.39
H  -0.08  -2.12  2.54

Computed properties:
- net charge = +1
- spin multiplicity = 1
- orbital gap (spin up / spin down) (eV) = 9.2662 / 9.2692
- DFT total energy (eV) = -8770.0406



Entry from the OMol25 dataset: a cluster of 2 separate species, C4H10N3 in total (ωB97M-V/def2-TZVPD).

Geometry (Å):
C  -0.56  1.74  -0.01
C  2.01  0.14  -0.08
C  0.48  -1.88  -0.03
C  0.57  -0.44  0.00
N  -3.14  -0.11  0.20
N  -0.52  0.31  0.00
N  -2.17  -0.71  0.10
H  0.04  2.26  -0.79
H  -1.56  2.03  -0.04
H  -0.11  2.05  0.92
H  2.67  -0.32  0.75
H  1.81  1.19  -0.12
H  2.59  -0.34  -0.91
H  -0.50  -2.29  0.26
H  0.71  -2.09  -1.06
H  1.15  -2.39  0.77
H  -3.45  0.85  0.04

Computed properties:
- net charge = +1
- spin multiplicity = 1
- orbital gap (spin up / spin down) (eV) = 9.6273 / 9.6283
- DFT total energy (eV) = -8770.2575



Entry from the OMol25 dataset: a cluster of 2 separate species, C4H10N3O in total (ωB97M-V/def2-TZVPD).

Geometry (Å):
C  -0.87  -3.14  -0.97
C  0.47  1.23  0.39
C  -1.95  1.48  0.53
C  2.70  0.46  0.18
N  -0.48  -2.15  -0.38
N  -0.15  -1.24  0.20
N  -0.71  1.49  -0.09
O  1.54  1.27  -0.37
H  -1.22  -4.09  -0.57
H  -0.83  -2.91  -2.06
H  0.56  1.00  1.42
H  -2.04  2.09  1.41
H  -2.70  1.95  -0.17
H  -2.24  0.39  0.59
H  2.36  0.14  1.19
H  3.66  1.07  0.27
H  2.73  -0.38  -0.45
H  -0.84  1.34  -1.11

Computed properties:
- net charge = +1
- spin multiplicity = 1
- orbital gap (eV) = 8.8654
- DFT total energy (eV) = -10817.9839



Entry from the OMol25 dataset: a cluster of 3 separate species, C4H10N3O in total (ωB97M-V/def2-TZVPD).

Geometry (Å):
C  0.80  -2.08  2.04
C  0.22  -1.81  0.78
C  0.27  -0.46  0.75
C  0.83  1.49  2.25
N  1.10  -0.90  2.59
N  0.81  0.14  1.83
N  -1.03  0.47  -3.78
O  -0.73  0.65  -0.99
H  0.93  -2.91  2.60
H  -0.13  -2.40  -0.08
H  -0.67  -0.30  -4.39
H  0.49  2.32  1.53
H  0.35  1.64  3.21
H  1.75  1.88  2.52
H  -0.65  1.34  -4.24
H  -0.64  0.23  -1.99
H  -2.08  0.37  -3.86
H  -1.61  0.32  -0.75

Computed properties:
- net charge = +1
- spin multiplicity = 1
- orbital gap (eV) = 7.7630
- DFT total energy (eV) = -10816.1352



Entry from the OMol25 dataset: a cluster of 2 separate species, C4H10N3O2 in total (ωB97M-V/def2-TZVPD).

Geometry (Å):
C  2.64  0.18  -0.57
C  3.31  0.40  0.57
C  -2.14  0.19  -0.31
C  0.20  -0.65  0.52
N  -2.87  1.32  -0.41
N  -0.89  0.24  0.20
N  -0.11  -1.95  0.44
O  -2.49  -1.00  -0.67
O  -0.44  1.61  0.46
H  1.67  -0.23  -0.44
H  3.07  0.36  -1.60
H  2.94  -0.01  1.41
H  4.22  0.96  0.62
H  -2.24  2.17  -0.54
H  -3.79  1.13  -0.78
H  -3.29  -1.42  -0.24
H  -0.94  -2.38  0.02
H  0.63  -2.60  0.62
H  0.49  1.70  0.70

Computed properties:
- net charge = +1
- spin multiplicity = 1
- orbital gap (eV) = 8.3724
- DFT total energy (eV) = -12863.8161



Respective max |F| values: 3.7; 3.5; 6.1; 2.7; 4.8; 5.6; 5.9; 5.2; 3.6; 5.3; 4.8; 3.3 eV Å⁻¹.
Respective ΔE to the lowest compared entry with this formula, charge and spin values: 2.339; 5.495; 3.591; 5.557; 2.493; 4.065; 4.058; 4.559; 4.342; 3.420; 5.269; 5.405 eV.